C47H50Br2N9O2RbSSi | the ωB97M-V functional and the def2-TZVPD basis

Results
* ΔE to the lowest compared entry with this formula, charge and spin: 99.2 kcal per mole
* gap between HOMO and LUMO: 0.1796 Eh
* M: 1078.41 g/mol
* total charge: -2

Atoms and positions in Å:
Rb  13.72030  14.81801  14.38982
C  10.58649  12.39170  8.49948
C  11.06512  13.14707  9.64016
C  11.49166  12.47439  10.78118
C  11.55717  13.11717  12.04923
C  11.30088  14.47852  12.18972
N  10.83966  14.92601  13.36814
C  10.14846  16.11866  13.45880
C  9.09088  16.49360  12.54230
C  8.39810  17.68650  12.60387
C  8.83137  18.64820  13.51973
C  8.19633  20.02152  13.48671
C  9.71600  18.26707  14.58551
C  10.31856  17.01703  14.62975
N  10.90483  16.58185  15.83466
C  10.85732  17.39040  16.96463
C  11.23918  16.60965  18.05920
C  11.56329  15.34379  17.51221
N  11.43156  15.29449  16.21774
C  11.38053  15.24071  10.90763
C  11.04800  14.58692  9.68680
N  12.04152  16.51218  10.84253
C  12.19251  17.38586  9.72629
C  13.13909  18.32088  10.07095
C  13.45998  18.05009  11.39034
N  12.79445  16.98564  11.86353
H  9.69618  12.79064  7.98241
H  10.28804  11.37586  8.82609
H  11.35894  12.22662  7.74365
H  11.80113  11.38209  10.70578
H  11.59278  12.48150  12.89548
H  8.88172  15.65058  11.81166
H  7.58914  17.86222  11.97210
H  8.14249  20.31539  12.42852
H  8.92887  20.71550  13.86224
H  7.30482  20.13018  14.09940
H  10.03631  19.08349  15.21070
H  10.48575  18.42452  16.86049
H  11.21124  16.90903  19.10456
H  11.80422  14.36148  17.99278
H  10.80217  15.09994  8.81027
H  11.64116  17.28725  8.79167
H  13.57928  19.05884  9.41024
H  13.98237  18.70463  12.06548
Br  18.79170  18.33123  18.12510
C  17.24477  17.28183  18.19734
C  16.01390  17.66677  18.70514
C  14.85950  16.97688  18.29244
N  14.94165  15.78061  17.65016
C  16.13528  15.27418  17.39620
C  17.32301  16.08202  17.50788
C  16.21407  13.85856  16.98506
C  17.33971  13.02442  17.17399
C  17.22234  11.71268  16.71627
Br  18.72624  10.52645  16.67487
C  15.97676  11.22792  16.26530
C  14.95695  12.09837  16.27378
N  15.00601  13.34116  16.58560
H  15.96006  18.49637  19.42902
H  13.86158  17.29253  18.60191
H  18.27785  15.73099  17.05016
H  18.29855  13.47725  17.41344
H  15.85341  10.19840  15.97592
H  13.84303  11.83963  15.91616
C  17.25376  8.95056  7.95374
N  16.67033  9.48641  9.18645
C  15.55311  8.55315  9.60722
C  17.58406  9.97671  10.11772
S  19.14867  9.23453  10.28354
N  17.25930  11.11143  10.75837
C  18.09900  11.66941  11.83908
C  15.95940  11.73600  10.69595
H  17.86218  8.09044  8.03277
H  17.95197  9.68209  7.58171
H  16.44507  8.89433  7.22411
H  14.82283  8.52690  8.79489
H  15.00239  8.96135  10.45844
H  15.97471  7.59136  9.80306
H  18.34013  12.67556  11.48322
H  18.96162  11.08291  11.93247
H  17.48708  11.70630  12.72984
H  15.21110  11.24802  11.36725
H  15.50775  11.56794  9.70533
H  16.04201  12.83500  10.91216
O  15.78253  15.29267  12.46430
C  16.49147  16.02907  13.21379
O  16.32567  16.26448  14.46121
C  17.66426  16.78418  12.54615
C  18.82623  17.07027  13.21892
C  19.82694  17.88419  12.62563
C  19.72128  18.29348  11.30499
C  18.51486  17.97265  10.58933
C  17.54323  17.20886  11.22129
H  18.98289  16.72459  14.26145
H  20.77320  18.04931  13.12884
H  20.45158  18.89555  10.79084
H  18.44341  18.38871  9.63310
H  16.63696  16.80538  10.71103
C  10.16916  9.10734  15.06474
Si  9.71190  10.85428  15.53911
C  8.99809  10.80126  17.37487
C  8.75931  12.04147  14.46872
C  11.44328  11.56617  15.55178
C  12.65626  11.79237  15.71904
H  11.12790  9.07808  14.61290
H  9.45594  8.64765  14.33347
H  10.10101  8.40626  15.87874
H  9.78466  10.55200  18.11213
H  8.25884  10.00527  17.53364
H  8.67377  11.78621  17.75933
H  7.74781  11.62485  14.14919
H  9.37298  12.21025  13.60397
H  8.73268  13.01061  15.01522

Cartesian forces (eV/Å) of the 2 atoms listed first:
-0.2 0.0 -0.1
-0.7 -1.7 -1.6

Here are the Mulliken charges for atoms 1 to 4, given in e:
1. Rb 0.87
2. C -1.53
3. C 0.77
4. C -1.11